No. 1
The following is a quantum chemistry calculation of C6H12NO5P in the gas phase in a non-equilibrium geometry, from the Open Molecules 2025 dataset.

Results
SMILES = CO[P@@]1(=O)CO[N+]([O-])=C[C@@](C)(O)C1
Highest occupied orbital energy (alpha / beta) = -9.024 / -9.025 eV

The geometry in ORCA input format:
```
! wB97M-V def2-TZVPD RIJCOSX def2/J DEFGRID3
* xyz 0 1
C 0.763 -2.451 -0.004
C 0.452 0.349 -1.089
C -1.828 -0.080 0.079
C -1.023 0.845 -0.706
C -1.572 1.591 -1.864
C 1.776 0.478 2.254
N -1.743 -1.493 0.098
O -2.334 -2.118 0.861
O -0.649 -2.260 -0.695
O 2.940 -0.616 -0.194
O -0.680 1.949 0.131
O 0.880 -0.380 1.472
P 1.491 -0.655 0.035
H 0.558 -2.685 1.036
H 1.660 -3.055 -0.388
H 0.437 -0.117 -2.071
H 1.085 1.259 -1.215
H -2.590 0.369 0.726
H -0.989 2.478 -2.188
H -2.560 2.069 -1.878
H -1.414 0.807 -2.607
H 1.594 0.294 3.245
H 1.688 1.476 1.946
H 2.783 0.191 1.973
H -0.724 1.755 1.041
*
```

No. 2
The following is a quantum chemistry calculation of 2 unconnected molecules or ions with the total composition C6H12NO5S in a non-equilibrium geometry, from the Open Molecules 2025 dataset.

Results
Highest occupied orbital energy = -5.276 eV

The geometry in ORCA input format:
```
! wB97M-V def2-TZVPD RIJCOSX def2/J DEFGRID3
* xyz -1 1
C -1.290 1.751 -0.661
C -0.673 1.603 1.873
C -1.102 -1.479 -1.165
C 0.155 -1.859 0.843
C 1.255 -1.570 -1.185
C -0.423 1.677 0.466
N 0.135 -1.191 -0.451
O -0.999 2.954 -0.235
O 2.155 0.710 0.523
O -2.198 1.458 -1.389
O 1.722 3.017 0.741
O 1.314 1.853 -1.452
S 1.379 1.824 -0.018
H -1.682 2.016 2.288
H 0.007 2.341 2.299
H -0.449 0.625 2.377
H -1.160 -2.550 -1.593
H -1.977 -1.071 -0.601
H -1.133 -0.785 -2.062
H 1.117 -2.010 1.269
H -0.518 -1.333 1.530
H -0.363 -2.804 0.595
H 1.220 -2.713 -1.590
H 1.480 -0.919 -1.947
H 2.029 -1.542 -0.455
*
```

No. 3
The following is a quantum chemistry calculation of C6H12O in the gas phase in a non-equilibrium geometry, from the Open Molecules 2025 dataset.

Results
SMILES = CC1(O)CCCC1
Highest occupied orbital energy = -10.205 eV

The geometry in ORCA input format:
```
! wB97M-V def2-TZVPD RIJCOSX def2/J DEFGRID3
* xyz 0 1
C 1.878 -0.762 -0.562
C 0.625 -0.233 0.074
O 0.887 -0.122 1.643
C 0.140 1.135 -0.408
C -1.216 1.209 0.257
C -1.832 -0.171 0.031
C -0.615 -1.128 -0.019
H 2.722 -0.078 -0.413
H 1.741 -0.875 -1.641
H 2.140 -1.738 -0.147
H 1.591 0.532 1.772
H 0.826 1.945 -0.135
H 0.050 1.137 -1.504
H -0.967 1.286 1.397
H -1.817 2.044 -0.061
H -2.374 -0.196 -0.924
H -2.551 -0.452 0.807
H -0.591 -1.702 -0.954
H -0.608 -1.851 0.802
*
```

No. 4
The following is a quantum chemistry calculation of C6H12O in the gas phase, from the Open Molecules 2025 dataset.

Results
SMILES = CC[C@H]1C[C@]1(C)O
Highest occupied orbital energy = -9.140 eV

The geometry in ORCA input format:
```
! wB97M-V def2-TZVPD RIJCOSX def2/J DEFGRID3
* xyz 0 1
C -1.040 -0.191 2.329
C -1.250 0.086 0.833
C -0.279 -0.670 -0.048
C -0.229 -0.678 -1.550
C 0.914 -0.041 -0.829
C 1.244 1.375 -1.332
O 2.113 -0.738 -0.615
H -1.689 0.451 2.935
H -0.004 -0.002 2.633
H -1.275 -1.231 2.592
H -1.096 1.151 0.643
H -2.292 -0.144 0.574
H -0.135 -1.703 0.317
H -0.886 0.022 -2.058
H -0.041 -1.613 -2.063
H 1.571 1.265 -2.380
H 2.072 1.857 -0.802
H 0.384 2.051 -1.356
H 1.918 -1.246 0.178
*
```

No. 5
The following is a quantum chemistry calculation of C6H12O in the gas phase in a non-equilibrium geometry, from the Open Molecules 2025 dataset.

Results
SMILES = CC1(C)OC1(C)C
Highest occupied orbital energy = -7.672 eV

The geometry in ORCA input format:
```
! wB97M-V def2-TZVPD RIJCOSX def2/J DEFGRID3
* xyz 0 1
C -1.182 -0.143 -1.065
C -0.987 0.166 0.454
C -1.254 1.601 0.969
O -0.295 -0.613 1.423
C 0.493 -0.496 0.307
C 0.820 -1.896 -0.246
C 1.594 0.486 0.100
H -1.822 0.677 -1.345
H -1.597 -1.115 -1.302
H -0.294 -0.019 -1.756
H -0.396 2.246 0.753
H -1.390 1.639 2.062
H -2.139 2.097 0.537
H 1.224 -1.922 -1.266
H 1.606 -2.287 0.421
H -0.027 -2.586 -0.177
H 2.426 0.193 0.735
H 1.278 1.499 0.343
H 1.941 0.474 -0.948
*
```

No. 6
The following is a quantum chemistry calculation of 2 unconnected molecules or ions with the total composition C6H12O, from the Open Molecules 2025 dataset.

Results
Highest occupied orbital energy = -7.626 eV

The geometry in ORCA input format:
```
! wB97M-V def2-TZVPD RIJCOSX def2/J DEFGRID3
* xyz 0 1
C -2.551 -0.318 0.189
C -1.241 -0.685 -0.328
C -0.063 0.124 0.184
C 1.298 -0.329 -0.376
C 2.481 0.353 0.316
C -0.338 1.569 -0.221
O -0.125 2.529 0.479
H -1.776 -1.549 0.395
H -2.639 0.072 1.200
H -3.456 -0.630 -0.324
H -0.691 -2.123 0.084
H -1.235 -0.946 -1.384
H -0.050 0.086 1.281
H 1.325 -0.127 -1.458
H 1.368 -1.419 -0.262
H 3.432 0.015 -0.113
H 2.492 0.118 1.388
H 2.432 1.443 0.218
H -0.706 1.684 -1.267
*
```

Calculated ΔE to the lowest compared entry with this formula, charge and spin, 845.6; 349.2; 39.7; 157.3; 380.9; 542.6 kJ/mol (same order as the records).
Calculated calculated total energy, -1007.93837; -1064.93890; -311.04415; -310.99937; -310.91420; -310.85261 a.u. (same order as the records).